1.
Molecular formula: C30H34N3O
Method: DFT, the ωB97M-V functional and the def2-TZVPD basis

Results
total charge	+1
molar mass	452.62	g/mol
highest occupied orbital energy	-10.959	eV
Kohn-Sham gap	6.6	eV
relative energy (zero: lowest compared OMol25 entry of this formula, charge and spin)	70.0	kcal/mol

Element x y z (Å)
O: 1.85229 -2.90949 -2.54967
N: 3.75227 0.13541 -1.83036
N: 2.72252 -0.36074 -1.93132
N: 0.65809 0.31283 -2.80526
C: -2.16946 -0.07205 0.89788
C: 4.65758 1.06078 1.87564
C: 3.83190 1.99070 1.24327
C: -1.88709 -0.69283 -5.34875
C: -3.07233 0.80356 2.97580
C: -3.73267 1.83738 2.31730
C: 1.32740 -0.62527 -1.98617
C: 0.09762 -1.26437 0.46579
C: -4.56348 2.81173 3.08938
C: 2.12806 0.27814 0.81301
C: -2.85301 0.95937 0.22152
C: 1.09187 -1.94302 -2.65099
C: 2.95262 -0.65624 1.54922
C: -1.73213 -1.23454 3.16780
C: 4.18003 -0.23907 2.04083
C: -1.56699 -2.05645 -5.37585
C: -2.09486 -2.51419 0.16651
C: 2.59375 1.63649 0.73649
C: -0.55483 -2.56485 -4.55964
C: 6.05348 1.43843 2.27903
C: -1.41253 -1.13127 0.09538
C: -3.60064 1.89503 0.93245
C: -2.32153 -0.15406 2.30081
C: -0.21538 -0.33573 -3.66190
C: 0.96716 -0.12321 0.06105
C: 1.72870 2.71335 0.15623
C: 2.55492 -2.06741 1.86023
C: -0.01492 -1.72059 -3.57610
C: -1.12574 0.20047 -4.58545
C: -2.83387 1.07762 -1.28363
H: -4.11548 2.68748 0.38908
H: -1.55857 -3.24701 -0.45216
H: 0.45122 0.66651 -0.51630
H: 6.03071 2.27623 2.98967
H: -3.12298 -2.42701 -0.20086
H: -5.01868 3.55889 2.43871
H: 0.78631 2.83665 0.71009
H: 0.50357 -2.17391 -0.04162
H: 2.18992 -2.61296 0.98862
H: -2.49806 -1.58965 3.87927
H: 6.57124 0.59494 2.75448
H: -1.23589 1.27700 -4.69860
H: -0.90817 -0.83504 3.78403
H: 4.77864 -0.94513 2.61980
H: -3.24463 0.18899 -1.78704
H: 4.14357 3.03732 1.18708
H: -3.16164 0.72512 4.06120
H: -1.35908 -2.11202 2.63408
H: -2.69819 -0.30868 -5.97318
H: -3.95685 3.33660 3.83314
H: -1.42661 -0.81453 -0.95904
H: 0.77376 1.32830 -2.72542
H: 3.42800 -2.61470 2.23333
H: -1.82432 1.26300 -1.67960
H: -2.13104 -2.69862 -6.05178
H: -2.15042 -2.91332 1.18697
H: -5.36691 2.30323 3.63279
H: 0.18041 -1.46716 1.54724
H: -3.44858 1.93126 -1.60222
H: -0.23712 -3.59224 -4.67047
H: 1.81377 -2.11838 2.67085
H: 6.65628 1.76117 1.41337
H: 1.49868 2.53959 -0.90370
H: 2.25835 3.67216 0.20763


2.
Molecular formula: OS3
Method: DFT, the ωB97M-V functional and the def2-TZVPD basis

Results
total charge	0
molar mass	112.20	g/mol
highest occupied orbital energy (spin up / spin down)	-9.344 / -9.140	eV
Kohn-Sham gap (spin up / spin down)	7.8 / 6.9	eV
relative energy (zero: lowest compared OMol25 entry of this formula, charge and spin)	7.2	kcal/mol

Element x y z (Å)
S: 0.10408 0.42926 -0.46667
S: -0.80249 -2.40658 -0.73178
S: -0.39727 -1.20124 0.71127
O: 0.58156 1.61722 0.17514


3.
Molecular formula: CH2CeF3O3S
Method: DFT, the ωB97M-V functional and the def2-TZVPD basis

Results
spin multiplicity	3
total charge	+1
molar mass	291.20	g/mol
highest occupied orbital energy (spin up / spin down)	-11.110 / -13.194	eV
Kohn-Sham gap (spin up / spin down)	6.3 / 8.3	eV
relative energy (zero: lowest compared OMol25 entry of this formula, charge and spin)	0.0	kcal/mol

Element x y z (Å)
Ce: -1.33620 -0.21401 -2.38459
S: -0.49427 -1.13326 0.73395
F: 1.95645 -1.08265 -0.30908
F: 1.65826 -2.58508 1.21213
F: 1.84784 -0.50441 1.76953
O: -0.38374 2.33441 -2.37142
O: -0.58343 0.36063 0.38033
O: -0.74712 -1.84820 -0.60800
C: 1.37523 -1.33896 0.85201
H: -0.15040 2.25367 -1.42554
H: -0.53887 3.26609 -2.54771


4.
Molecular formula: C20H19N5O3S
Method: DFT, the ωB97M-V functional and the def2-TZVPD basis

Results
total charge	0
molar mass	409.47	g/mol
highest occupied orbital energy	-7.959	eV
Kohn-Sham gap	7.7	eV
relative energy (zero: lowest compared OMol25 entry of this formula, charge and spin)	51.2	kcal/mol
SMILES string	O=C(CSc1ncn[nH]1)N1N=C2/C(=C/c3ccco3)CCC[C@H]2[C@@H]1c1ccco1

Element x y z (Å)
S: 1.87773 -2.07204 -0.16503
O: 0.33609 0.51038 -2.50377
O: 3.02075 1.25302 -0.66969
O: -2.97234 -2.22705 3.96705
N: 3.41906 -1.00002 -2.21745
N: 3.72639 -1.28852 -3.49148
N: 2.35168 -2.85035 -2.68747
N: 0.97400 1.00185 0.22272
N: 0.13390 0.41903 1.10811
C: -2.16717 0.61275 1.80656
C: -3.32836 2.57978 0.64697
C: -2.15543 -0.51216 2.55705
C: 3.07525 -2.39983 -3.72995
C: -3.24481 1.66404 1.87190
C: -1.95448 3.07413 0.19950
C: 2.64276 -0.66172 0.72580
C: -4.14808 -0.35052 4.21398
C: 1.21286 1.67417 -4.18146
C: -1.15744 1.84806 -0.21795
C: 2.25218 0.62861 0.04789
C: -3.10279 -0.94553 3.53487
C: -1.05158 0.88479 0.94279
C: 2.57882 -1.95097 -1.75045
C: 0.31753 2.03417 -0.61250
C: -3.91410 -2.44684 4.88744
C: -4.66810 -1.32763 5.08561
C: 1.14741 2.51273 -3.04147
C: 0.70939 0.47339 -3.79390
C: 0.60544 1.75571 -2.04699
H: -4.21002 1.17578 2.01551
H: -3.95384 -3.42264 5.33011
H: -5.48666 -1.21390 5.76632
H: 3.72533 -0.78171 0.73631
H: 3.11513 -2.90917 -4.67011
H: 1.46740 3.53118 -2.96811
H: -4.48742 0.66016 4.13357
H: 2.22754 -0.72245 1.72959
H: -3.79246 2.03760 -0.17998
H: -3.97083 3.42869 0.88703
H: 0.70797 3.02274 -0.34710
H: 1.59160 1.93170 -5.14838
H: -2.05273 3.77075 -0.63487
H: -3.05021 2.27668 2.75893
H: 0.57513 -0.45471 -4.31295
H: -1.45061 3.58861 1.02095
H: 3.71395 -0.12429 -1.79644
H: -1.33942 -1.20441 2.39963
H: -1.68970 1.34207 -1.03271


5.
Molecular formula: C6H13NO
Method: DFT, the ωB97M-V functional and the def2-TZVPD basis

Results
total charge	0
molar mass	115.18	g/mol
highest occupied orbital energy	-7.245	eV
Kohn-Sham gap	7.8	eV
relative energy (zero: lowest compared OMol25 entry of this formula, charge and spin)	113.2	kcal/mol

Element x y z (Å)
O: 1.61172 1.45690 0.25887
N: -1.01651 -0.99444 -0.28174
C: 0.30849 -1.06198 -0.19916
C: -2.36822 0.97303 0.04512
C: 1.04906 -1.18431 -1.50455
C: 1.09902 -1.45174 1.02797
C: -1.12241 0.19667 0.41108
C: 0.25718 1.48840 -0.08137
H: 0.16917 1.61148 -1.15903
H: 0.51100 -1.36507 1.94158
H: -0.22966 2.31852 0.43737
H: -2.35457 1.22935 -1.01127
H: 1.39278 -2.49578 0.89429
H: -0.91946 0.18999 1.49442
H: 2.02639 -0.71964 -1.45237
H: -2.49093 1.87279 0.65568
H: 1.69200 1.48383 1.21912
H: 2.00465 -0.85314 1.13254
H: 0.46980 -0.76038 -2.31937
H: -3.22825 0.31902 0.20174
H: 1.13875 -2.25351 -1.71092


6.
Molecular formula: C16H25INO4P2PtS2
Method: DFT, the ωB97M-V functional and the def2-TZVPD basis

Results
spin multiplicity	5
total charge	+3
molar mass	743.44	g/mol
highest occupied orbital energy (spin up / spin down)	-16.675 / -18.765	eV
Kohn-Sham gap (spin up / spin down)	6.2 / 5.0	eV

Element x y z (Å)
Pt: 0.15767 -0.23726 -1.65876
I: 0.10191 -2.78667 -2.12549
S: 1.14746 1.55542 3.10980
S: -0.10227 -1.79766 1.02658
P: -2.19540 -0.21462 -1.31429
P: 2.47986 -0.38521 -1.32666
O: 0.25221 2.60035 -3.29345
O: 0.22337 2.52954 -0.41006
O: 2.51097 1.45107 3.56033
O: 0.56536 2.86529 2.89742
N: 0.91598 0.52717 1.80346
C: 3.25792 -0.29156 -2.95185
C: 0.17995 0.72003 -4.74786
C: 0.16162 -0.53525 2.09815
C: 0.20535 1.40287 -3.41444
C: 3.11938 -1.90711 -0.58916
C: 0.04790 0.60950 4.13893
C: 0.20974 1.46329 -0.84995
C: -1.73333 -1.11286 5.35941
C: -3.03315 -1.75598 -0.83298
C: -1.22255 -0.00354 6.06687
C: -2.94163 0.19348 -2.91592
C: 3.18765 0.93088 -0.32890
C: -2.76982 1.04363 -0.13529
C: -1.33008 -1.36998 4.04089
C: -0.31966 0.87374 5.45136
C: -0.40466 -0.50955 3.44373
H: -2.77486 -2.56112 -1.52896
H: 4.24798 0.72461 -0.12519
H: -4.11934 -1.57168 -0.86807
H: 2.94447 -1.15219 -3.55372
H: -2.72738 -0.61935 -3.62307
H: -4.02436 0.29978 -2.76371
H: -2.31973 0.84990 0.84745
H: -2.73115 -2.05483 0.17871
H: 2.94496 0.62413 -3.46566
H: 0.15713 1.39154 -5.62822
H: 2.90364 -2.75523 -1.24599
H: 0.13549 1.72263 5.96036
H: -0.74905 0.12692 -4.81204
H: 2.64352 -2.08154 0.38035
H: -3.86634 0.98682 -0.07564
H: -1.71217 -2.21418 3.45616
H: 3.08256 1.89351 -0.84011
H: 1.08925 0.09771 -4.84078
H: 4.20828 -1.80745 -0.46951
H: 2.62987 0.97471 0.61952
H: -2.45451 2.03003 -0.49365
H: -2.50993 1.12868 -3.29008
H: 4.35024 -0.30186 -2.83265
H: -2.47478 -1.77404 5.82171
H: -1.54554 0.18346 7.09090


Question: Number 2 is which compound?
Answer: OS3